(1)
Below is a 7-piece molecular cluster, C37H74ClIO17S overall in a non-equilibrium geometry, with properties calculated with ωB97M-V/def2-TZVPD.

Computed properties:
M	985.4	g mol⁻¹
2S+1	1
highest occupied orbital energy	-8.919	eV
structure (SMILES)	CC1=C(CC(=O)I)C(=O)C=C(CCCCS(=O)(=O)Cl)C1=O.COCCOC.COCCOC.COCCOC.COCCOC.COCCOC.COCCOC

Positions of all 131 atoms, in Å:
C1 -1.8069 5.2996 1.4117
C2 -1.7212 4.4494 0.1445
C3 -2.7607 3.7996 -0.3817
C4 -4.1798 3.8420 0.2081
C5 -4.2669 3.3658 1.6842
O1 -4.8494 3.9533 2.4941
I1 -3.2858 1.5107 2.2144
C6 -2.5375 2.9477 -1.6507
O2 -3.3424 2.8487 -2.5344
C7 -1.1994 2.1848 -1.6934
C8 -0.1598 2.8410 -1.1732
C9 1.2240 2.1217 -1.1314
C10 1.1053 0.9907 -0.0499
C11 2.1254 -0.1871 -0.2463
C12 1.3942 -1.5610 -0.4523
S1 0.7888 -1.8015 -2.1541
O3 0.8818 -3.2057 -2.4682
O4 -0.6024 -1.4125 -2.2155
Cl1 1.9300 -0.8179 -3.5532
C13 -0.3885 4.2440 -0.6120
O5 0.3878 5.1426 -0.7107
H1 -1.5523 4.6897 2.3070
H2 -1.1137 6.1592 1.3310
H3 -2.8594 5.6119 1.5371
H4 -4.6918 4.8131 0.0632
H5 -4.7785 3.1006 -0.3730
H6 -1.0956 1.1742 -2.1157
H7 2.0242 2.8440 -0.8843
H8 1.3974 1.7226 -2.1480
H9 0.0724 0.5942 0.0163
H10 1.2969 1.4863 0.9262
H11 2.6616 -0.2982 0.7223
H12 2.8922 -0.0159 -1.0222
H13 2.1565 -2.3434 -0.2570
H14 0.5905 -1.6898 0.2964
C14 -0.0023 8.0341 3.7103
O6 0.5958 6.7512 3.6127
C15 1.7750 6.7611 2.8153
C16 3.0249 6.7304 3.6741
O7 3.1779 7.9354 4.4136
C17 2.7992 7.7936 5.7730
H15 -0.7731 7.9897 4.4793
H16 0.7264 8.7991 3.9881
H17 -0.4719 8.3028 2.7576
H18 1.7854 7.6258 2.1450
H19 1.7504 5.8569 2.1984
H20 3.8984 6.6446 3.0200
H21 3.0164 5.8621 4.3407
H22 3.5456 7.2008 6.3115
H23 1.8171 7.3249 5.8723
H24 2.7566 8.7883 6.2161
C18 -2.3733 -1.4242 -4.9057
O8 -3.2448 -2.1548 -5.7542
C19 -3.0517 -1.8505 -7.1282
C20 -2.2598 -2.9392 -7.8269
O9 -0.9178 -2.9868 -7.3565
C21 -0.6965 -4.0503 -6.4431
H25 -2.4420 -1.8457 -3.9055
H26 -1.3349 -1.4885 -5.2408
H27 -2.6838 -0.3735 -4.8662
H28 -2.5640 -0.8781 -7.2491
H29 -4.0448 -1.7889 -7.5848
H30 -2.2149 -2.7112 -8.8969
H31 -2.7496 -3.9109 -7.7098
H32 -0.6951 -5.0078 -6.9743
H33 -1.4520 -4.0690 -5.6542
H34 0.2811 -3.9030 -5.9843
C22 1.9177 -4.8305 5.2972
O10 3.1760 -5.2179 4.7700
C23 3.0669 -5.8505 3.4995
C24 3.4480 -4.9047 2.3779
O11 2.5036 -3.8446 2.2456
C25 2.9662 -2.6290 2.8070
H35 2.0962 -4.1912 6.1616
H36 1.3269 -4.2737 4.5656
H37 1.3597 -5.7143 5.6237
H38 2.0592 -6.2490 3.3470
H39 3.7662 -6.6924 3.5016
H40 3.4397 -5.4575 1.4336
H41 4.4577 -4.5105 2.5290
H42 3.7522 -2.2015 2.1737
H43 3.3469 -2.7693 3.8211
H44 2.1264 -1.9332 2.8435
C26 6.2848 -7.5575 6.0576
O12 6.0871 -8.0071 4.7263
C27 7.3117 -8.2729 4.0532
C28 7.5948 -9.7616 3.9837
O13 7.8620 -10.3005 5.2722
C29 6.7545 -11.0051 5.8097
H45 5.3193 -7.5623 6.5623
H46 6.9706 -8.2083 6.6054
H47 6.6732 -6.5337 6.0536
H48 8.1416 -7.7417 4.5290
H49 7.2052 -7.8884 3.0337
H50 8.4933 -9.9207 3.3790
H51 6.7668 -10.2921 3.5029
H52 6.6220 -11.9556 5.2829
H53 5.8341 -10.4195 5.7475
H54 6.9647 -11.2130 6.8586
C30 -0.8240 8.5337 -4.6224
O14 -1.6035 7.4646 -5.1318
C31 -1.6930 6.3720 -4.2246
C32 -3.0318 6.3497 -3.5124
O15 -3.1666 7.4590 -2.6287
C33 -3.9889 8.4837 -3.1620
H55 -0.9618 9.3939 -5.2773
H56 -1.1306 8.8108 -3.6107
H57 0.2361 8.2585 -4.6226
H58 -0.8700 6.3954 -3.5026
H59 -1.5965 5.4571 -4.8176
H60 -3.0836 5.4442 -2.9016
H61 -3.8556 6.3208 -4.2320
H62 -5.0371 8.1673 -3.1543
H63 -3.6936 8.7501 -4.1797
H64 -3.8845 9.3640 -2.5276
C34 -6.1782 -4.8812 -2.1023
O16 -6.5281 -3.6171 -2.6393
C35 -7.0257 -2.7214 -1.6544
C36 -5.9764 -1.7032 -1.2504
O17 -4.8997 -2.3156 -0.5518
C37 -3.7475 -2.4786 -1.3590
H65 -5.6328 -5.4333 -2.8672
H66 -5.5410 -4.7829 -1.2199
H67 -7.0828 -5.4418 -1.8420
H68 -7.3928 -3.2674 -0.7796
H69 -7.8731 -2.1933 -2.1029
H70 -6.4327 -0.9821 -0.5639
H71 -5.6121 -1.1528 -2.1237
H72 -3.2757 -1.5043 -1.5234
H73 -3.9792 -2.9439 -2.3205
H74 -3.0468 -3.1193 -0.8232


(2)
Below is a 5-piece molecular cluster, C37H74ClN3O9P overall in a non-equilibrium geometry, with properties calculated with ωB97M-V/def2-TZVPD.

Computed properties:
M	771.4	g mol⁻¹
2S+1	1
net charge	+1
highest occupied orbital energy	-11.083	eV

Positions of all 125 atoms, in Å:
C1 5.1530 -1.1499 2.4093
C2 4.7854 -0.5178 3.8769
C3 3.2980 -0.9049 4.4480
C4 2.0864 -0.8204 3.3459
N1 1.0193 0.2294 3.6991
C5 0.5275 0.9307 2.4160
C6 -0.4918 0.2343 1.3391
C7 -0.9978 -1.3038 1.6912
C8 -2.6491 -1.3996 1.9215
N2 -3.1277 -0.8427 3.1074
C9 -0.9879 1.0787 -0.0176
P1 -2.1709 0.1542 -1.1827
O1 -2.2783 0.8397 -2.7743
O2 -1.5394 -1.4818 -1.4707
C10 -0.4187 2.6081 -0.1578
C11 -0.9642 3.4694 -1.4841
C12 0.0593 3.0487 -2.7192
O3 -0.3138 3.1657 -4.0149
Cl1 1.7660 2.3388 -2.4255
N3 0.5555 3.2707 0.8416
C13 1.0377 4.7217 0.6485
C14 -0.1501 5.7444 1.2251
C15 -0.3192 7.0213 0.1596
C16 0.2248 6.4235 2.6738
C17 1.0209 2.4907 2.0889
C18 2.0594 3.1250 3.2251
C19 3.5809 2.9209 2.5613
O4 4.5826 3.6891 3.3165
C20 5.9541 3.2137 3.0768
C21 6.8072 3.3613 1.6772
O5 6.6162 2.6306 4.1139
H1 4.4999 -0.6162 1.5676
H2 4.9803 -2.3072 2.3104
H3 6.2790 -0.8582 2.1405
H4 5.5723 -0.9747 4.6490
H5 4.9145 0.6496 3.9528
H6 3.0405 -0.0990 5.2877
H7 3.3854 -1.9464 5.0025
H8 1.5692 -1.8937 3.3091
H9 2.4279 -0.5648 2.2519
H10 0.2141 -0.2120 4.2043
H11 -0.5328 -1.6714 2.7254
H12 -0.6198 -2.1028 0.8919
H13 -3.3501 -1.9444 1.1586
H14 -2.2812 -0.4477 3.6010
H15 -3.2734 1.0294 -2.9034
H16 -2.3090 -2.1216 -1.4239
H17 -2.1061 3.2205 -1.7290
H18 -0.9246 4.6287 -1.3259
H19 2.0901 4.9285 1.1121
H20 1.1373 5.0070 -0.5073
H21 -1.1852 5.1679 1.3373
H22 0.5075 7.8172 0.4850
H23 -1.3557 7.5271 0.4021
H24 -0.1960 6.6977 -0.9622
H25 -0.6073 7.2421 2.8862
H26 0.2440 5.6654 3.5675
H27 1.2278 7.0185 2.5188
H28 1.9613 2.6246 4.2788
H29 1.9162 4.2814 3.3827
H30 3.8186 1.7783 2.4433
H31 3.5751 3.3635 1.4544
H32 7.9557 3.4709 1.9648
H33 6.4871 4.2652 1.0027
H34 6.7357 2.3677 1.0438
C22 0.3909 -0.3357 -4.1123
C23 1.4503 -0.5433 -5.1790
O6 2.1831 -1.7553 -5.0277
C24 1.4338 -2.9654 -5.0929
C25 0.7264 -3.1709 -6.4207
H35 0.8312 -0.4003 -3.1120
H36 -0.0824 0.6437 -4.2280
H37 -0.3949 -1.0955 -4.1718
H38 2.1796 0.2712 -5.1116
H39 1.0167 -0.4854 -6.1840
H40 0.7310 -3.0226 -4.2568
H41 2.1507 -3.7834 -4.9505
H42 -0.0437 -2.4105 -6.5872
H43 0.2397 -4.1509 -6.4485
H44 1.4353 -3.1038 -7.2524
C26 -0.8746 -2.8581 7.5490
C27 0.1688 -3.5568 6.6967
O7 1.4090 -2.8596 6.6269
C28 2.0967 -2.6576 7.8583
C29 2.4828 -3.9491 8.5573
H45 -1.0270 -1.8291 7.2079
H46 -1.8283 -3.3918 7.5008
H47 -0.5709 -2.8113 8.5996
H48 -0.2067 -3.6263 5.6701
H49 0.3314 -4.5866 7.0351
H50 1.5122 -2.0098 8.5180
H51 3.0132 -2.1057 7.6161
H52 1.5998 -4.5141 8.8734
H53 3.0814 -3.7386 9.4491
H54 3.0600 -4.5950 7.8876
C30 -0.5448 1.9363 -7.4689
C31 -1.7301 2.4638 -6.6815
O8 -2.9292 2.5522 -7.4453
C32 -3.4316 1.3336 -7.9859
C33 -3.7880 0.3020 -6.9302
H55 -0.3852 2.5319 -8.3734
H56 0.3636 1.9671 -6.8602
H57 -0.7002 0.8998 -7.7847
H58 -1.5016 3.4802 -6.3431
H59 -1.9001 1.8695 -5.7763
H60 -2.7292 0.9246 -8.7179
H61 -4.3417 1.5914 -8.5415
H62 -2.9017 -0.0341 -6.3819
H63 -4.2479 -0.5770 -7.3925
H64 -4.4844 0.7219 -6.1971
C34 -7.3940 -5.3756 -1.5012
C35 -6.6081 -4.3428 -2.2880
O9 -5.4631 -3.8501 -1.5988
C36 -4.4646 -4.8071 -1.2565
C37 -3.8521 -5.5026 -2.4594
H65 -7.6724 -4.9831 -0.5179
H66 -8.3033 -5.6571 -2.0403
H67 -6.8091 -6.2858 -1.3348
H68 -7.2544 -3.4783 -2.4745
H69 -6.3207 -4.7298 -3.2724
H70 -4.8626 -5.5318 -0.5404
H71 -3.6733 -4.2573 -0.7323
H72 -4.5901 -6.1146 -2.9882
H73 -3.0348 -6.1603 -2.1472
H74 -3.4639 -4.7702 -3.1747


(3)
Below is a 13-piece molecular cluster, C37H75Br14NO16 overall in a non-equilibrium geometry, with properties calculated with ωB97M-V/def2-TZVPD.

Computed properties:
M	1908.7	g mol⁻¹
2S+1	1
highest occupied orbital energy	-9.366	eV

Positions of all 143 atoms, in Å:
C1 6.4125 -8.8714 -13.1554
C2 7.5388 -8.1532 -12.4943
O1 8.6875 -8.0728 -13.3078
C3 8.6562 -7.2322 -14.2949
O2 7.8450 -6.4485 -14.4771
O3 9.6565 -7.4705 -15.0702
C4 9.8651 -6.4954 -16.1013
H1 5.6877 -9.0891 -12.3756
H2 6.8191 -9.7862 -13.5859
H3 5.9496 -8.3054 -13.9584
H4 7.7996 -8.7755 -11.6402
H5 7.2563 -7.1718 -12.0995
H6 10.0613 -5.5164 -15.6473
H7 9.0613 -6.5031 -16.8184
H8 10.8272 -6.7673 -16.5400
C5 7.6273 -1.1307 -11.3710
C6 7.3076 -1.9730 -12.5528
O4 7.7067 -1.3445 -13.7819
C7 6.8724 -0.4095 -14.2666
O5 5.9826 0.0951 -13.6833
O6 7.2384 -0.1175 -15.4989
C8 6.3991 0.6811 -16.2873
H9 6.9639 -0.2656 -11.2858
H10 8.6236 -0.6878 -11.3958
H11 7.5195 -1.7038 -10.4428
H12 6.2732 -2.2905 -12.5921
H13 7.9192 -2.8703 -12.5436
H14 5.4298 0.2046 -16.4606
H15 6.8541 0.8299 -17.2614
H16 6.2315 1.6547 -15.8169
C9 12.0915 -1.9560 -14.9203
C10 12.3001 -2.5698 -13.5855
O7 11.1378 -3.4244 -13.3217
C11 10.8575 -3.7012 -12.1101
O8 11.4169 -3.3545 -11.2058
O9 9.7304 -4.3720 -12.1127
C12 9.1635 -4.6681 -10.8500
H17 13.0332 -1.4603 -15.1831
H18 11.3069 -1.1956 -14.8549
H19 11.8715 -2.5994 -15.7747
H20 12.3681 -1.7759 -12.8444
H21 13.1346 -3.2623 -13.5072
H22 8.6244 -5.6000 -10.9056
H23 8.5133 -3.8480 -10.5460
H24 9.9285 -4.7917 -10.0792
C13 12.4323 -6.9903 -7.8870
C14 13.0136 -6.9403 -6.5051
O10 12.9040 -8.2423 -5.8950
C15 13.8459 -9.0546 -6.1843
O11 14.7392 -8.8238 -6.8080
O12 13.6042 -10.1964 -5.6006
C16 14.5862 -11.1710 -5.7935
H25 12.3795 -5.9997 -8.3429
H26 11.4172 -7.3908 -7.8609
H27 13.0244 -7.6772 -8.4919
H28 12.5242 -6.2641 -5.8059
H29 14.0598 -6.6182 -6.5101
H30 14.6747 -11.5306 -6.8222
H31 14.3416 -12.0412 -5.1870
H32 15.5747 -10.8258 -5.4807
C17 17.7486 -6.3933 -13.4079
C18 17.7126 -5.0877 -12.6337
O13 16.6179 -5.1493 -11.6690
C19 16.1600 -4.0621 -11.1905
O14 16.3053 -2.9960 -11.6133
O15 15.4927 -4.3753 -10.1917
C20 15.3955 -3.3846 -9.1866
H33 16.7728 -6.7060 -13.8001
H34 18.0012 -7.2287 -12.7429
H35 18.4655 -6.3194 -14.2226
H36 17.6184 -4.2236 -13.3061
H37 18.6912 -4.9233 -12.1519
H38 15.1664 -3.9215 -8.2713
H39 14.5266 -2.7303 -9.3390
H40 16.3116 -2.8054 -9.1125
C21 9.8819 3.8801 -16.5437
O16 9.9834 4.9115 -17.1934
N1 10.7557 3.4592 -15.5911
C22 10.6027 2.1710 -14.9907
C23 11.9298 4.1532 -15.2955
H41 9.0286 3.1896 -16.6343
H42 11.5392 1.6023 -15.1032
H43 9.7923 1.5792 -15.3878
H44 10.5200 2.3141 -13.9054
H45 11.8782 5.1945 -15.5903
H46 12.0814 4.1511 -14.2078
H47 12.8153 3.6992 -15.7515
Br1 9.7952 0.1263 -7.8783
C24 11.0801 -1.3157 -8.1421
C25 11.3927 -1.8534 -6.7819
Br2 12.4822 -3.4570 -6.9129
H48 11.9416 -0.8381 -8.5833
H49 10.7026 -2.1011 -8.7864
H50 10.4781 -2.1764 -6.2991
H51 11.9283 -1.1471 -6.1669
Br3 2.9658 -7.0243 -12.7828
C26 3.5398 -5.2310 -13.3069
C27 5.0153 -5.1909 -13.3844
Br4 5.8288 -4.9752 -11.6412
H52 3.0975 -4.5259 -12.6159
H53 3.0740 -5.0628 -14.2736
H54 5.4221 -4.3759 -13.9816
H55 5.4101 -6.0887 -13.8380
Br5 10.7216 -8.3202 -10.7466
C28 12.4061 -7.5291 -11.3950
C29 12.3406 -7.4710 -12.8272
Br6 13.9651 -6.7104 -13.5285
H56 13.0943 -8.2742 -11.0178
H57 12.6151 -6.6105 -10.8567
H58 11.4901 -6.9009 -13.1561
H59 12.1883 -8.4950 -13.1565
Br7 9.2938 -4.9027 -6.7841
C30 7.5869 -4.0702 -7.1787
C31 6.4232 -4.7241 -6.4618
Br8 6.6388 -4.9786 -4.5680
H60 7.4090 -4.1405 -8.2503
H61 7.6594 -3.0143 -6.9322
H62 6.1788 -5.6803 -6.9149
H63 5.5382 -4.1008 -6.5888
Br9 12.1639 -0.1083 -19.7339
C32 13.0606 -0.2231 -18.0266
C33 13.6045 1.0906 -17.6375
Br10 14.2598 0.9970 -15.8118
H64 13.8058 -1.0116 -18.0533
H65 12.3205 -0.5630 -17.3056
H66 12.8120 1.8300 -17.5987
H67 14.3831 1.4565 -18.2910
Br11 14.9400 3.2803 -11.7625
C34 13.2117 2.4861 -11.3777
C35 13.1670 1.1350 -11.9891
Br12 11.4365 0.3377 -11.5713
H68 12.4864 3.1795 -11.7873
H69 13.0293 2.4672 -10.3065
H70 13.9256 0.4773 -11.5990
H71 13.2509 1.2026 -13.0692
Br13 15.7304 -4.8182 -15.8291
C36 15.1538 -5.9369 -17.2855
C37 13.7157 -5.6280 -17.6120
Br14 12.9563 -6.9551 -18.8108
H72 15.2950 -6.9938 -17.0239
H73 15.8463 -5.8910 -18.1286
H74 13.5967 -4.6452 -18.0713
H75 13.0692 -5.6122 -16.7413